This record from the OMol25 dataset describes an isolated molecule of C5H8O2. The level of theory is ωB97M-V/def2-TZVPD.

Cartesian coordinates (Å):
1 O -0.92430 0.92560 2.01793
2 C -0.19925 -0.25123 1.71325
3 C -0.53225 -0.80785 0.32256
4 C -0.05247 0.03228 -0.87592
5 O -0.43984 1.37316 -0.72463
6 C 1.79101 0.00929 -0.59545
7 C 1.50667 -0.17538 -1.80743
8 H -0.74121 1.54481 1.29794
9 H -0.49075 -0.99741 2.46372
10 H 0.88854 -0.09982 1.78540
11 H -1.62586 -0.88716 0.23416
12 H -0.11483 -1.81575 0.19603
13 H -0.53136 -0.40787 -1.76762
14 H 0.02346 1.90312 -1.38586
15 H 1.44244 -0.34579 -2.87408

- LUMO level (eV) = 0.6
- total charge = 0
- spin multiplicity = 1

Table of natural (NBO) atomic charges, one value per atom, all in e: -0.73 -0.07 -0.45 0.14 -0.72 -0.04 -0.39 0.48 0.18 0.19 0.22 0.23 0.20 0.49 0.26


This record from the OMol25 dataset describes a cluster of 3 separate species, CH8N2O3 in total. The level of theory is ωB97M-V/def2-TZVPD.

Cartesian coordinates (Å):
1 N -1.77765 0.34344 -1.62445
2 C -1.07755 -0.53929 -0.82984
3 N 0.23142 -0.71917 -1.19495
4 O -1.60277 -1.15004 0.08711
5 H -1.27089 1.05593 -2.12445
6 H -2.61078 0.67897 -1.16467
7 H 0.80217 -1.31614 -0.62560
8 H 0.71333 0.06744 -1.60079
9 O -0.44962 0.07912 2.53292
10 H 0.35844 -0.43338 2.43919
11 H -0.97982 -0.16966 1.74838
12 O 2.46906 0.62757 0.41624
13 H 2.24720 1.42404 0.91819
14 H 2.94747 0.05117 1.02271

- LUMO level (eV) = 0.4
- total charge = 0
- SMILES = NC(N)=O.O.O
- spin multiplicity = 1

Table of natural (NBO) atomic charges, one value per atom, all in e: -0.83 0.78 -0.83 -0.68 0.38 0.40 0.40 0.39 -0.96 0.46 0.49 -0.95 0.48 0.47


This record from the OMol25 dataset describes a structure of composition C35H29F10N10PRuSe. The level of theory is ωB97M-V/def2-TZVPD.

Cartesian coordinates (Å):
1 Ru 0.62944 -0.94667 0.92550
2 C -1.72549 -2.57297 0.26380
3 N -0.72330 -2.45046 1.35267
4 C 0.09972 -3.70208 1.35347
5 C 0.83986 -3.71535 0.01025
6 N 1.21083 -2.35615 -0.32901
7 C 1.80659 -2.21532 -1.61488
8 C 0.99369 -1.97840 -2.71386
9 F -0.34412 -1.88880 -2.58213
10 C 1.47657 -1.91082 -3.99822
11 F 0.64371 -1.76579 -5.01460
12 C 2.83076 -2.10147 -4.21211
13 F 3.36154 -2.15968 -5.42901
14 C 3.69749 -2.34420 -3.13891
15 F 4.96789 -2.61588 -3.28626
16 C 3.16479 -2.38818 -1.86107
17 F 3.98057 -2.67659 -0.87919
18 C -1.40809 -2.18671 2.65781
19 C -1.89913 -0.74764 2.64182
20 N -0.71042 0.16358 2.27679
21 C -0.86074 1.46483 2.54770
22 C 0.35884 2.32263 2.67326
23 F 1.58284 1.68762 2.71012
24 C 0.28996 3.67418 2.83167
25 F 1.38222 4.41765 3.03671
26 C -0.92945 4.35545 2.75227
27 F -0.94118 5.67557 2.81777
28 C -2.09592 3.58591 2.60412
29 F -3.27887 4.15665 2.49206
30 C -2.07972 2.21554 2.56645
31 F -3.25143 1.56046 2.49313
32 H -2.57095 -3.26493 0.54507
33 H -1.23198 -2.93634 -0.61757
34 H -2.15678 -1.57829 0.07979
35 H -0.49207 -4.62322 1.47947
36 H 0.80065 -3.65579 2.20825
37 H 0.30401 -4.17987 -0.81046
38 H 1.78331 -4.26815 0.14085
39 H -0.73228 -2.30107 3.51032
40 H -2.20806 -2.93563 2.86152
41 H -2.32323 -0.46465 3.57676
42 H -2.65765 -0.57246 1.83749
43 Se 7.97073 1.75845 0.46566
44 N 6.46760 2.01291 -0.52480
45 C 5.48117 1.38040 0.06426
46 C 4.10172 1.39879 -0.37057
47 C 3.65318 2.16547 -1.44724
48 C 2.33540 2.14725 -1.79054
49 C 1.48299 1.34650 -1.02451
50 N 1.87385 0.58729 -0.01776
51 C 3.17278 0.66258 0.38346
52 C 3.58576 -0.22097 1.48835
53 N 2.62314 -0.99352 1.99933
54 C 2.91231 -1.75246 3.04970
55 C 4.19248 -1.81308 3.59438
56 C 5.21327 -1.08161 2.98892
57 C 4.90306 -0.25001 1.90755
58 C 5.88606 0.61119 1.23315
59 N 7.14179 0.70188 1.68640
60 H 4.38069 2.74542 -2.02648
61 H 1.96713 2.70100 -2.67025
62 H 0.42830 1.24399 -1.21081
63 H 2.10147 -2.40731 3.44671
64 H 4.38322 -2.45703 4.43077
65 H 6.19695 -1.03003 3.35534
66 C -4.18066 1.92846 -3.36573
67 N -4.45428 2.70001 -2.14455
68 C -5.66519 2.17113 -1.45514
69 N -5.43772 0.78246 -1.12391
70 C -5.18787 0.07679 -2.35944
71 N -3.99517 0.53025 -3.05791
72 C -2.78333 0.27831 -2.27248
73 P -2.79141 1.10332 -0.59124
74 C -3.33099 2.81988 -1.23602
75 C -4.49728 0.50223 -0.06359
76 H -3.28454 2.36223 -3.85217
77 H -5.06221 2.07050 -4.05520
78 H -6.47855 2.23045 -2.25071
79 H -5.89514 2.77599 -0.54363
80 H -6.05291 0.27044 -2.99386
81 H -5.08437 -0.96500 -2.15850
82 H -1.97594 0.66791 -2.89439
83 H -2.65171 -0.82172 -2.13431
84 H -2.44484 3.22766 -1.77885
85 H -3.52173 3.56241 -0.39581
86 H -4.79995 1.08648 0.81864
87 H -4.46365 -0.59377 0.13818

- LUMO level (spin up / spin down) (eV) = -5.4 / -8.9
- total charge = +2
- spin multiplicity = 5

Table of Mulliken atomic charges, one value per atom, all in e: 0.14 -0.61 0.40 -0.59 -1.11 1.19 -1.29 0.36 -0.25 0.21 -0.30 0.59 -0.28 0.37 -0.28 0.36 -0.41 -1.27 -0.55 0.21 -0.14 -0.32 -0.31 0.30 -0.30 0.50 -0.29 0.37 -0.38 0.78 -0.46 0.24 0.40 -0.38 0.41 0.22 0.50 0.49 0.30 0.38 0.72 0.06 0.30 -0.86 1.10 0.39 -0.95 -0.99 -0.72 0.92 -0.20 0.30 0.83 -0.49 -1.20 -0.75 0.47 0.72 -0.82 0.53 0.47 0.50 0.28 0.50 0.68 -0.87 0.41 -0.77 0.31 -1.13 0.22 -0.93 1.07 -1.21 -0.83 0.36 0.33 0.33 0.34 0.35 0.40 0.49 0.49 0.41 0.33 0.48 0.40


This record from the OMol25 dataset describes a cluster of 2 separate species, C9H14 in total. The level of theory is ωB97M-V/def2-TZVPD.

Cartesian coordinates (Å):
1 C -2.29197 0.73906 -1.27712
2 C 0.13469 1.99908 1.42294
3 C -0.60797 1.83803 0.30543
4 C 0.17459 0.92882 2.30446
5 C -1.54130 0.73139 0.07111
6 C -0.47190 -0.26619 2.00854
7 C -1.37269 -0.34634 0.96633
8 H 0.64512 2.94420 1.52207
9 H -0.50035 2.61172 -0.50855
10 H 0.86140 0.98551 3.15256
11 H -0.14307 -1.15329 2.60648
12 H -3.10492 -0.13200 -1.24714
13 H -1.69981 0.44900 -2.13703
14 H -1.80701 -1.44353 0.65139
15 H -2.78215 1.73760 -1.54483
16 C 1.73812 -1.58700 -0.27490
17 C 1.87823 -1.30792 -1.79416
18 H 2.15259 -0.69452 0.31119
19 H 0.64069 -1.57551 -0.01491
20 H 2.21812 -2.50504 0.09136
21 H 2.21003 -0.36045 -2.00721
22 H 0.99873 -1.66588 -2.41747
23 H 2.67084 -1.92674 -2.19052

- LUMO level (spin up / spin down) (eV) = 4.1 / 3.9
- total charge = -1
- spin multiplicity = 2

Table of natural (NBO) atomic charges, one value per atom, all in e: -0.61 -0.26 -0.28 -0.42 -0.24 -0.29 -0.23 0.18 0.16 0.17 0.18 0.18 0.16 0.16 0.19 -0.65 -0.63 0.22 0.24 0.18 0.20 0.19 0.18


Calculated energy above the lowest of the compared OMol25 structures with the same formula, charge and spin in order - 4.909; 0.459; 0.992; 1.295 eV